(1)
# C5H6O

An isolated molecule of C5H6O (wB97M-V/def2-TZVPD, the OMol25 dataset).

Each line ends with the natural charge from an NBO analysis.
CARTESIAN COORDINATES (ANGSTROEM)
C  1.320  -0.559  -0.166  -0.59
C  -0.022  -0.151  0.001  -0.04
C  2.580  0.209  0.260  0.45
C  -1.231  -0.080  -0.146  0.03
C  -2.602  0.277  0.080  -0.70
O  3.718  -0.170  0.309  -0.51
H  1.533  -0.307  -1.243  0.27
H  2.412  1.289  0.340  0.11
H  1.300  -1.737  -0.139  0.26
H  -2.696  0.218  1.137  0.24
H  -3.450  -0.393  -0.338  0.24
H  -2.863  1.404  -0.093  0.24

Cartesian forces, eV/Å:
2.142 -2.493 -1.870
-2.934 0.455 -0.040
-0.342 0.339 0.400
2.212 0.507 0.272
-2.678 1.184 -0.579
-0.444 -0.794 0.043
-0.247 -0.587 0.224
-0.428 0.336 0.176
0.812 2.267 0.245
-0.453 -0.234 1.137
1.723 1.101 0.305
0.638 -2.081 -0.315

Values from the calculation:
- charge = 0
- SMILES = CC#CCC=O
- multiplicity = 1
- energy relative to the best compared isomer or geometry (same formula, charge and spin) (kcal/mol) = 64.3
- HOMO (eV) = -9.4
- gap between HOMO and LUMO (eV) = 10.048

(2)
# C4H8O2

An isolated molecule of C4H8O2 (wB97M-V/def2-TZVPD, the OMol25 dataset).

Each line ends with the natural charge from an NBO analysis.
CARTESIAN COORDINATES (ANGSTROEM)
C  -0.996  -0.704  -0.609  -0.10
C  -0.124  0.555  -0.505  -0.31
C  1.471  0.474  -0.685  -0.44
C  0.736  0.368  0.719  0.08
H  -2.056  0.017  0.935  0.48
H  0.037  -1.412  -0.506  0.22
H  -1.721  -0.629  -1.512  0.20
H  -0.371  1.507  -0.719  0.21
H  1.832  -0.362  -1.248  0.23
H  1.921  1.477  -0.925  0.22
H  0.653  1.423  1.256  0.17
H  -0.359  -0.985  1.630  0.50
O  -1.723  -0.924  0.572  -0.73
O  0.701  -0.806  1.597  -0.73

Cartesian forces, eV/Å:
3.110 0.376 -1.753
2.039 -3.881 0.837
-2.346 1.002 1.645
0.825 2.597 0.791
0.921 -3.097 -1.317
-3.710 0.434 -1.163
1.585 -1.012 1.206
-1.876 2.932 -0.416
0.276 -0.465 0.231
-0.416 -1.343 0.368
1.098 -2.463 -0.431
3.299 0.214 -0.126
-1.822 3.078 1.822
-2.983 1.629 -1.694

Values from the calculation:
- charge = 0
- SMILES = OC[C@@H]1C[C@@H]1O
- multiplicity = 1
- energy relative to the best compared isomer or geometry (same formula, charge and spin) (kcal/mol) = 102.7
- HOMO (eV) = -9.5
- gap between HOMO and LUMO (eV) = 10.133

(3)
# C39H31F6N3O4P2S4V

A structure of composition C39H31F6N3O4P2S4V (wB97M-V/def2-TZVPD, the OMol25 dataset).

Each line ends with the Mulliken spin population.
CARTESIAN COORDINATES (ANGSTROEM)
V  -19.270  -12.797  -2.686  2.93
S  -21.455  -12.059  -4.075  -0.01
P  -20.078  -10.483  -4.086  0.08
C  -18.511  -10.976  -3.625  0.04
P  -17.699  -10.372  -2.215  -0.02
S  -18.346  -11.058  -0.376  -0.01
C  -15.958  -10.930  -2.411  -0.03
C  -15.501  -11.169  -3.808  0.01
C  -14.191  -11.545  -3.994  0.00
C  -13.358  -11.799  -2.900  0.00
C  -13.751  -11.432  -1.572  0.00
C  -15.047  -10.895  -1.367  0.00
C  -17.437  -8.566  -1.851  0.01
C  -16.397  -7.931  -2.487  0.00
C  -16.071  -6.539  -2.161  0.00
C  -16.798  -5.981  -1.018  0.00
C  -17.896  -6.691  -0.341  0.00
C  -18.088  -7.947  -0.979  -0.01
C  -20.580  -9.099  -2.782  -0.01
C  -21.225  -9.518  -1.658  0.01
C  -21.619  -8.508  -0.812  0.00
C  -21.156  -7.252  -0.953  0.00
C  -20.410  -6.805  -1.885  0.00
C  -20.088  -7.785  -3.075  0.00
C  -20.092  -9.559  -5.643  0.01
C  -21.258  -9.179  -6.427  0.00
C  -21.308  -8.264  -7.420  0.00
C  -20.062  -7.584  -7.725  0.00
C  -18.822  -8.015  -7.131  0.00
C  -18.858  -8.910  -6.090  0.00
H  -16.166  -11.331  -4.581  0.00
H  -13.909  -12.019  -4.885  0.00
H  -12.387  -12.195  -3.057  0.00
H  -13.036  -11.415  -0.747  0.00
H  -15.548  -10.556  -0.440  0.00
H  -15.642  -8.377  -3.218  0.00
H  -15.301  -5.814  -2.752  0.00
H  -16.358  -4.576  -0.884  0.00
H  -18.277  -6.147  0.541  0.00
H  -19.080  -8.869  -0.105  0.00
H  -21.427  -10.645  -1.557  -0.01
H  -22.317  -8.870  -0.015  0.00
H  -21.214  -6.501  -0.034  0.00
H  -19.754  -6.068  -1.915  0.00
H  -19.270  -8.066  -4.121  0.00
H  -22.314  -9.620  -6.125  0.00
H  -22.137  -7.954  -7.860  0.00
H  -19.990  -7.013  -8.555  0.00
H  -17.740  -7.866  -7.319  0.00
H  -18.209  -8.819  -5.296  0.00
F  -17.422  -15.103  -13.359  0.00
C  -17.146  -15.145  -12.079  0.00
F  -17.639  -14.080  -11.448  0.00
F  -15.789  -15.130  -11.938  0.00
S  -17.665  -16.694  -11.213  0.00
O  -16.867  -17.758  -11.754  0.00
O  -19.112  -16.646  -11.439  0.00
N  -17.389  -16.246  -9.714  0.00
S  -17.298  -17.302  -8.577  0.00
O  -16.987  -18.644  -8.997  0.00
O  -16.519  -16.726  -7.573  0.00
C  -19.025  -17.519  -7.716  0.00
F  -18.828  -18.435  -6.788  0.00
F  -19.860  -18.072  -8.617  0.00
F  -19.624  -16.527  -7.103  0.00
C  -16.268  -14.407  -2.340  -0.01
N  -17.700  -14.349  -2.388  0.04
C  -18.239  -15.469  -2.061  -0.01
C  -19.657  -15.599  -1.969  0.00
C  -20.404  -16.781  -1.927  0.04
C  -21.738  -16.286  -1.944  -0.01
C  -21.673  -14.907  -1.961  0.04
N  -20.380  -14.466  -2.075  -0.10
C  -15.461  -14.528  -1.008  -0.01
C  -14.131  -14.976  -1.256  0.00
C  -13.381  -15.348  -0.151  0.00
C  -13.893  -15.274  1.103  0.00
C  -15.208  -14.904  1.384  0.00
C  -16.049  -14.548  0.288  0.00
H  -15.906  -13.497  -2.786  0.02
H  -15.923  -15.148  -3.001  0.00
H  -17.624  -16.387  -2.071  0.01
H  -20.126  -17.816  -1.785  0.00
H  -22.726  -16.842  -2.104  0.00
H  -22.485  -14.275  -1.993  0.00
H  -13.758  -15.067  -2.147  0.00
H  -12.335  -15.335  -0.325  0.00
H  -13.397  -15.488  2.026  0.00
H  -15.595  -14.899  2.378  0.00
H  -17.036  -14.371  0.348  0.01

Cartesian forces, eV/Å:
-0.060 -0.135 0.435
1.476 1.275 0.109
-0.480 0.357 2.006
0.222 0.899 0.610
-0.646 -1.312 -0.034
-0.050 -0.709 -1.126
0.608 0.754 -3.363
0.571 -0.201 4.357
-0.227 -1.097 1.706
-0.983 1.582 2.063
-0.171 0.842 -1.158
-0.557 -0.753 -0.363
3.907 -3.533 -5.065
3.480 3.390 -1.515
-0.975 -0.014 0.784
0.826 2.649 -1.348
4.086 1.501 -2.747
-7.119 1.828 10.605
1.693 0.485 -4.114
-1.073 -1.049 0.288
-2.109 -4.044 1.496
-2.255 3.008 6.288
2.744 -4.098 -8.748
-0.201 -2.586 1.095
0.138 2.449 -3.187
-2.043 -3.020 3.165
6.693 1.030 1.477
1.106 -3.898 1.904
-1.151 -0.055 -0.421
-4.901 -1.260 1.472
-1.598 0.350 -1.328
0.439 0.029 -1.559
0.768 -0.387 -0.097
-0.192 -0.410 -0.278
1.122 -0.425 -0.050
-1.628 0.161 0.868
-1.858 -2.340 1.560
-1.724 -4.458 0.236
-0.503 -1.158 -0.660
2.769 2.258 -2.754
-0.033 2.005 0.137
0.880 0.974 -0.280
-0.435 -1.644 -1.747
1.891 4.007 0.368
-2.601 2.724 3.565
2.393 0.545 -0.455
-3.662 1.068 -1.879
-0.037 2.221 -2.409
-1.048 1.378 -0.814
2.809 -0.855 0.844
-0.406 -0.002 -0.509
1.617 -0.523 1.982
-0.034 0.058 -0.562
-0.225 0.570 -0.411
-2.882 0.465 0.002
-0.161 0.331 -0.047
1.226 -0.639 -0.413
-0.048 -0.115 -1.194
-0.995 -1.089 -0.652
-0.536 0.186 0.065
1.481 1.028 2.665
0.751 -0.861 -1.364
0.476 -0.967 0.874
-0.233 0.413 -0.092
0.019 1.093 -0.405
0.933 2.133 0.659
-0.312 0.169 1.437
-0.525 -0.922 -1.062
1.755 -1.068 -0.191
-1.482 0.863 0.373
-1.291 -1.406 -0.259
1.978 -0.552 -0.817
-1.718 -0.676 1.066
-0.860 -1.895 -0.821
-3.596 0.827 6.480
0.378 1.420 -1.329
-1.619 0.246 2.370
-0.831 0.349 -2.759
5.067 -0.924 -0.980
0.192 0.534 -0.235
0.476 -1.386 -0.732
-0.177 0.315 0.524
0.347 0.196 -0.261
1.711 0.659 0.646
-1.493 1.520 -0.166
1.919 -0.190 -5.078
1.050 -1.011 0.155
1.189 -0.291 0.025
-0.106 -0.048 0.560
-3.338 0.863 0.520

Values from the calculation:
- <S²> = 3.76
- charge = -2
- multiplicity = 4
- energy relative to the best compared isomer or geometry (same formula, charge and spin) (kcal/mol) = 262.0
- HOMO (spin up / spin down) (eV) = -2.4 / -3.2
- gap between HOMO and LUMO (spin up / spin down) (eV) = 6.140 / 6.991

(4)
# C39H30BrGeMgN3O4

A structure of composition C39H30BrGeMgN3O4 (wB97M-V/def2-TZVPD, the OMol25 dataset).

Each line ends with the Mulliken charge.
CARTESIAN COORDINATES (ANGSTROEM)
Mg  0.168  -1.100  1.708  1.12
Br  2.542  1.857  2.445  -0.10
C  3.130  0.061  2.445  0.08
C  4.401  -0.201  2.925  -0.67
C  4.844  -1.514  2.906  -0.47
C  4.010  -2.492  2.394  -0.76
C  2.754  -2.128  1.939  0.75
N  2.303  -0.865  1.984  0.41
C  1.802  -3.182  1.355  0.11
O  2.202  -4.343  1.354  -0.78
O  0.685  -2.730  0.969  -0.69
H  5.021  0.600  3.300  0.45
H  5.829  -1.755  3.284  0.43
H  4.301  -3.530  2.326  0.55
C  -0.218  -3.838  5.252  -1.18
C  0.276  -3.252  4.080  -0.07
N  0.000  -2.012  3.725  0.05
C  -0.830  -1.291  4.507  -0.24
C  -1.421  -1.812  5.673  0.94
C  -1.068  -3.118  6.049  -0.55
C  -2.357  -1.021  6.411  -0.93
C  -2.695  0.218  5.994  -0.89
C  -2.097  0.788  4.826  1.14
C  -2.445  2.061  4.346  -0.80
C  -1.851  2.527  3.201  -1.14
C  -0.897  1.729  2.560  -0.28
N  -0.541  0.538  2.995  0.30
C  -1.149  0.051  4.093  -0.05
H  0.066  -4.850  5.502  0.46
H  0.905  -3.833  3.417  0.46
H  -1.485  -3.542  6.955  0.44
H  -2.817  -1.457  7.289  0.40
H  -3.431  0.808  6.526  0.41
H  -3.179  2.648  4.884  0.42
H  -2.105  3.493  2.790  0.48
H  -0.415  2.077  1.656  0.63
O  -1.779  -1.134  1.222  -0.73
C  -1.471  -0.322  0.313  1.27
O  -0.277  0.083  0.169  -0.25
C  -2.577  0.248  -0.565  -1.24
C  -2.128  1.399  -1.465  -1.20
Ge  -0.652  0.962  -2.762  1.89
C  0.795  2.309  -2.735  -0.26
C  1.603  2.494  -1.615  0.19
C  2.656  3.397  -1.637  -0.74
C  2.915  4.134  -2.784  -0.49
C  2.122  3.958  -3.909  -0.74
C  1.071  3.052  -3.882  -0.43
C  -1.585  1.266  -4.488  -0.49
C  -1.617  0.327  -5.515  -0.32
C  -2.308  0.581  -6.693  -0.63
C  -2.975  1.784  -6.862  -0.45
C  -2.953  2.734  -5.848  -0.78
C  -2.265  2.470  -4.674  -0.15
C  0.160  -0.827  -2.844  -0.12
C  1.549  -0.930  -2.814  -0.27
C  2.170  -2.169  -2.888  -0.70
C  1.408  -3.325  -2.981  -0.48
C  0.025  -3.234  -2.983  -0.75
C  -0.594  -1.994  -2.920  0.16
H  -3.355  0.559  0.136  0.49
H  -2.993  -0.568  -1.163  0.26
H  -1.813  2.233  -0.833  0.36
H  -2.963  1.737  -2.079  0.68
H  1.404  1.909  -0.725  0.22
H  3.276  3.528  -0.758  0.44
H  3.738  4.838  -2.803  0.37
H  2.322  4.525  -4.810  0.40
H  0.458  2.914  -4.765  0.33
H  -1.092  -0.614  -5.387  0.30
H  -2.326  -0.161  -7.482  0.40
H  -3.509  1.984  -7.782  0.37
H  -3.473  3.676  -5.972  0.39
H  -2.240  3.218  -3.886  0.39
H  2.148  -0.030  -2.739  0.32
H  3.252  -2.233  -2.867  0.40
H  1.892  -4.291  -3.033  0.38
H  -0.575  -4.135  -3.024  0.40
H  -1.678  -1.940  -2.934  0.38

Cartesian forces, eV/Å:
0.123 0.666 0.651
-0.021 0.108 -0.056
-0.019 -0.158 0.035
0.067 -0.041 -0.005
-0.109 0.126 -0.014
0.061 -0.040 -0.032
0.181 -0.098 -0.083
0.530 0.109 0.162
0.270 -0.480 -0.140
-0.023 0.210 0.016
0.433 -1.028 -0.377
-0.029 0.031 -0.018
0.009 -0.032 -0.022
-0.058 -0.012 -0.011
-0.034 0.008 0.116
0.010 -0.007 0.055
-0.199 -0.080 0.118
-0.108 -0.213 0.355
0.237 0.052 -0.226
0.010 0.013 -0.101
-0.165 0.120 0.017
-0.021 -0.078 0.149
0.137 -0.092 -0.229
0.109 -0.075 -0.024
-0.056 0.048 0.092
0.076 0.129 0.076
-0.263 0.150 0.160
-0.197 0.340 0.239
-0.002 -0.007 -0.027
0.005 0.010 -0.025
-0.003 -0.025 -0.005
0.017 0.031 0.025
0.011 -0.033 0.050
-0.013 0.026 -0.032
0.020 0.001 -0.010
0.034 -0.053 -0.026
-0.351 -0.109 -0.179
-0.705 0.385 -0.532
-0.118 0.272 -0.424
0.357 -0.026 -0.099
0.486 -0.418 0.138
-0.358 0.342 -0.310
-0.234 -0.241 -0.006
-0.083 -0.088 0.087
0.013 0.047 0.073
0.014 0.003 -0.035
0.015 0.043 0.011
-0.019 -0.059 0.026
0.121 -0.091 0.189
0.088 -0.030 0.084
-0.015 -0.015 -0.045
-0.021 0.007 -0.033
-0.009 0.035 0.013
0.045 -0.040 0.042
-0.166 0.348 0.317
0.001 0.049 -0.044
0.070 -0.014 -0.019
0.043 0.053 0.089
-0.096 -0.080 -0.022
-0.064 0.043 -0.019
-0.123 -0.017 -0.094
-0.016 -0.069 0.143
0.114 0.062 -0.136
-0.004 0.020 0.011
0.043 0.001 0.081
-0.009 -0.021 0.000
-0.003 0.002 -0.001
0.009 0.004 0.006
0.034 0.035 -0.040
-0.021 0.000 -0.064
0.011 -0.002 0.008
-0.008 -0.002 0.007
0.007 -0.003 -0.022
-0.066 0.046 -0.052
0.044 -0.052 0.002
-0.031 0.006 -0.010
-0.013 -0.019 0.021
-0.004 0.005 -0.022
0.005 -0.036 0.005

Values from the calculation:
- charge = 0
- multiplicity = 1
- energy relative to the best compared isomer or geometry (same formula, charge and spin) (kcal/mol) = 17.7
- HOMO (eV) = -8.6
- gap between HOMO and LUMO (eV) = 8.072